(1)
This record from the OMol25 dataset describes a molecular structure, C30H34Cl2CoN4O11P2S2Si. The level of theory is wB97M-V/def2-TZVPD.

CARTESIAN COORDINATES (ANGSTROEM)
Co: -0.1542 -0.3535 -0.8810
C: 2.2390 3.0292 0.1176
C: 2.1941 2.3842 -1.2626
O: 3.0876 3.0597 -2.1753
P: 2.7176 0.6317 -1.2245
O: 3.9073 0.5640 -2.2681
O: 3.3195 0.3694 0.1862
O: 1.6272 -0.3205 -1.6189
P: 0.4671 2.4708 -1.9142
O: 0.5778 1.7946 -3.3644
O: 0.1273 3.9040 -1.9970
O: -0.3323 1.5339 -1.0183
H: 3.2547 3.0110 0.5117
H: 1.5828 2.4978 0.8095
H: 1.8909 4.0578 0.0249
H: 2.5769 3.7715 -2.5867
H: 3.9409 1.4220 -2.7332
H: 3.2777 -0.5472 0.5458
H: -0.0619 1.0668 -3.4538
Cl: -1.7607 4.0880 0.3985
C: -2.7698 3.4402 1.6341
C: -2.7352 4.0242 2.8915
C: -3.4458 3.4597 3.9358
C: -4.1813 2.3044 3.7315
C: -4.2245 1.7455 2.4666
Cl: -5.1519 0.2971 2.2281
C: -3.5485 2.3027 1.3772
N: -3.6207 1.6932 0.1172
C: -4.1922 2.2542 -1.0097
C: -4.7855 3.5200 -0.9725
C: -5.3240 4.0876 -2.1133
C: -5.3010 3.4061 -3.3194
C: -4.7639 2.1282 -3.3473
C: -4.2304 1.5266 -2.2165
C: -3.8021 0.0778 -2.2880
C: -2.3233 -0.1408 -2.0497
O: -1.4803 -0.1534 -2.9555
O: -2.0071 -0.4192 -0.8350
H: -2.1219 4.9017 3.0409
H: -3.4096 3.9094 4.9192
H: -4.7247 1.8346 4.5389
H: -3.1550 0.7977 0.0326
H: -4.8070 4.0686 -0.0411
H: -5.7579 5.0783 -2.0545
H: -5.7083 3.8504 -4.2178
H: -4.7701 1.5626 -4.2721
H: -4.0451 -0.3145 -3.2751
H: -4.3484 -0.5072 -1.5429
C: 1.4089 -1.6536 4.3054
Si: 0.2630 -0.2225 3.9430
C: -1.3721 -0.4842 4.8243
C: 1.0486 1.3753 4.5315
C: -0.0239 -0.1445 2.1462
C: -0.0793 -0.2206 0.9368
H: 1.7074 -1.6640 5.3575
H: 2.3114 -1.5922 3.6945
H: 0.9316 -2.6088 4.0761
H: -1.2204 -0.5785 5.9029
H: -1.8498 -1.3982 4.4656
H: -2.0608 0.3446 4.6439
H: 1.1157 1.4048 5.6221
H: 0.4691 2.2373 4.1974
H: 2.0580 1.4723 4.1255
N: 5.6804 -5.1894 -4.2288
C: 5.1275 -4.7165 -3.0346
C: 4.5009 -5.5905 -2.1487
C: 3.9789 -5.1238 -0.9530
C: 4.0851 -3.7803 -0.6276
C: 4.7285 -2.9063 -1.4949
C: 5.2463 -3.3691 -2.6876
S: 3.3212 -3.1479 0.8354
O: 4.2063 -2.1272 1.3609
O: 3.0043 -4.2883 1.6637
N: 2.0501 -2.3466 0.3271
C: 0.9628 -2.9445 -0.1343
S: 0.6269 -4.6632 -0.0464
C: -0.8795 -4.4208 -0.8550
C: -1.0676 -3.1166 -1.1040
N: -0.0434 -2.2777 -0.7124
H: 5.2455 -6.0267 -4.5827
H: 5.7681 -4.4889 -4.9482
H: 4.4224 -6.6423 -2.3995
H: 3.4956 -5.8006 -0.2620
H: 4.8307 -1.8623 -1.2319
H: 5.7449 -2.6815 -3.3608
H: -1.5467 -5.2344 -1.0801
H: -1.9404 -2.6927 -1.5668

Calculated values
Energy above the lowest of the compared OMol25 structures with the same formula, charge and spin in eV: 0.0000
Charge: -1
Gap between HOMO and LUMO in eV: 7.867

---

(2)
This record from the OMol25 dataset describes a molecular structure, C30H34F12FeN3O4P in a non-equilibrium geometry. The level of theory is wB97M-V/def2-TZVPD.

CARTESIAN COORDINATES (ANGSTROEM)
Fe: -0.6818 -0.3358 0.6670
C: 3.5977 -1.5925 -3.9673
C: 2.3456 -1.1899 -3.2223
C: 1.8795 0.1153 -3.2962
C: 0.7611 0.5338 -2.5687
C: -0.0408 -0.4671 -1.9623
N: -1.1975 -0.0726 -1.2570
C: -2.2095 0.5741 -1.8486
C: -2.2778 0.7040 -3.2662
C: -3.2940 1.3687 -3.9146
C: -4.3449 1.9403 -3.2102
C: -5.4613 2.6860 -3.8933
C: -4.3287 1.7746 -1.8287
C: -3.3296 1.1167 -1.1189
C: -3.5148 0.9993 0.4251
O: -2.6233 0.2863 1.1476
C: -4.9041 0.3306 0.7223
F: -5.0335 0.0133 2.0271
F: -5.0360 -0.8080 0.0310
F: -6.0088 1.0811 0.4411
C: -3.5103 2.4479 1.0238
F: -2.3375 3.0465 0.7588
F: -3.6387 2.4310 2.3714
F: -4.4752 3.2965 0.5887
C: 0.4467 -1.7830 -1.8439
C: 1.6495 -2.1286 -2.4827
C: -0.2812 -2.7754 -0.8926
O: -0.5059 -2.2758 0.3598
C: -1.6128 -3.2993 -1.5248
F: -2.3125 -4.0482 -0.6494
F: -1.3746 -4.1032 -2.6014
F: -2.4347 -2.3498 -1.9549
C: 0.5901 -4.0502 -0.6262
F: 0.9002 -4.8253 -1.6960
F: 1.7659 -3.7048 -0.0670
F: -0.0047 -4.8818 0.2500
H: 4.0470 -0.7319 -4.4669
H: 3.3852 -2.3491 -4.7291
H: 4.3472 -2.0173 -3.2929
H: 2.4371 0.8448 -3.8787
H: 0.2199 1.3775 -2.9735
H: -1.4981 0.2244 -3.8440
H: -3.2762 1.4305 -5.0012
H: -5.3340 2.6563 -4.9788
H: -5.4994 3.7413 -3.6009
H: -6.4435 2.2571 -3.6680
H: -5.1669 2.1835 -1.2823
H: 2.0375 -3.1344 -2.4413
C: 0.3867 3.1114 3.3810
C: 0.3202 2.1381 2.2459
N: -0.4104 1.1000 2.2545
O: -1.2173 0.8965 3.3688
C: 1.0329 2.4097 0.9918
C: 1.6892 3.7397 0.7670
N: 0.9335 1.4968 0.0695
O: 1.4142 1.7644 -1.0910
H: 0.0106 2.6615 4.2956
H: -0.2253 3.9874 3.1521
H: 1.4134 3.4508 3.5280
H: -2.0172 0.5616 2.8859
H: 1.0745 4.5586 1.1486
H: 1.8391 3.8706 -0.3026
H: 2.6674 3.8066 1.2596
C: 4.8453 -0.9754 0.7531
C: 3.3784 -0.6261 0.5258
P: 2.1943 -0.8649 1.9170
C: 2.6943 -2.5263 2.5865
C: 1.5036 -3.2452 3.2217
C: 2.9291 0.2376 3.2134
C: 2.1796 0.1395 4.5401
H: 5.4276 -0.7928 -0.1545
H: 4.9744 -2.0287 1.0141
H: 5.2917 -0.3790 1.5535
H: 2.9713 -1.2115 -0.3034
H: 3.2701 0.4133 0.2046
H: 3.5294 -2.4209 3.2896
H: 3.0621 -3.1158 1.7489
H: 1.1244 -2.7038 4.0923
H: 1.7746 -4.2554 3.5446
H: 0.6875 -3.3187 2.5006
H: 2.8816 1.2582 2.8192
H: 3.9895 0.0053 3.3625
H: 1.1172 0.3561 4.4131
H: 2.5874 0.8314 5.2831
H: 2.2572 -0.8683 4.9567

Calculated values
Energy above the lowest of the compared OMol25 structures with the same formula, charge and spin in eV: 0.7783
Multiplicity: 5
Charge: -2
Gap between HOMO and LUMO (spin up / spin down) in eV: 5.201 / 5.318